Density functional theory data (the ωB97M-V functional and the def2-TZVPD basis) for a 2-piece molecular cluster, CH2FNOS overall.

CARTESIAN COORDINATES (ANGSTROEM)
O: -1.910976 0.566598 0.678333
C: -0.763672 0.181658 0.772450
N: 0.318451 -0.261791 0.951849
S: 1.778073 -0.956374 1.083322
H: 2.242573 -0.592645 -0.127615
F: -0.335784 0.586779 -1.566626
H: -1.328665 0.475775 -1.791712

Atomic forces in eV per Å
2.882 -0.773 0.082
-2.298 0.201 0.438
-1.356 0.729 0.066
0.702 -0.247 -0.100
0.006 -0.031 0.047
-3.804 -0.387 -1.497
3.867 0.508 0.964

Results
- Energy relative to the best compared isomer or geometry (same formula, charge and spin): 22.6 kcal per mole
- HOMO: -9.15 eV
- SMILES: O=C=NS.F
- Kohn-Sham gap: 9.614 eV

Density functional theory data (the ωB97M-V functional and the def2-TZVPD basis) for a 2-piece molecular cluster, CH2FNOS overall.

CARTESIAN COORDINATES (ANGSTROEM)
C: -0.992843 -0.042780 -0.011159
N: 0.345567 0.169931 -0.285687
O: -1.616614 -0.924174 0.388849
F: -1.542252 1.221744 -0.238417
S: 1.602115 -0.935601 -0.288504
H: 0.601277 1.676984 -0.631305
H: 1.602751 -1.166106 1.066221

Atomic forces in eV per Å
2.454 4.100 -1.171
0.487 4.215 -1.261
-1.137 -2.300 0.679
-0.595 -0.744 0.175
-0.633 -0.096 0.908
-0.870 -5.280 1.306
0.294 0.105 -0.637

Results
- Energy relative to the best compared isomer or geometry (same formula, charge and spin): 58.1 kcal per mole
- HOMO: -9.82 eV
- Kohn-Sham gap: 8.857 eV

Density functional theory data (the ωB97M-V functional and the def2-TZVPD basis) for a 2-piece molecular cluster, CH2FO4S overall.

CARTESIAN COORDINATES (ANGSTROEM)
C: 0.115197 -0.384700 -0.358821
O: 1.251318 0.868558 1.808172
O: -0.072186 -1.223283 1.584639
O: -1.221485 0.953566 1.524267
O: -0.082275 0.891306 -1.869290
F: -0.364720 0.170040 -2.981891
S: 0.007937 0.239745 1.288721
H: 1.087313 -0.660979 -0.518297
H: -0.721098 -0.854253 -0.477501

Atomic forces in eV per Å
2.310 6.063 -0.575
-1.904 -0.761 -1.292
0.211 0.660 0.632
0.113 0.243 -0.173
0.974 0.271 4.523
-0.565 -1.824 -2.128
1.400 -0.505 1.536
1.911 -1.148 -0.930
-4.450 -2.998 -1.592

Results
- Total charge: -1
- Energy relative to the best compared isomer or geometry (same formula, charge and spin): 143.6 kcal per mole
- HOMO: -5.86 eV
- Kohn-Sham gap: 9.943 eV

Density functional theory data (the ωB97M-V functional and the def2-TZVPD basis) for a 2-piece molecular cluster, CH2FP overall.

CARTESIAN COORDINATES (ANGSTROEM)
C: -1.163995 -0.671960 0.401322
F: -1.423822 -1.308239 -0.732896
P: 1.656665 0.265390 0.592433
H: -1.040866 0.401131 -0.003339
H: 1.972018 1.313679 -0.257520

Atomic forces in eV per Å
0.059 0.667 -0.960
0.127 -0.004 0.462
-0.150 -0.687 0.511
-0.181 -0.575 0.490
0.145 0.599 -0.503

Results
- Energy relative to the best compared isomer or geometry (same formula, charge and spin): 139.7 kcal per mole
- HOMO (spin up / spin down): -9.17 / -9.25 eV
- Kohn-Sham gap (spin up / spin down): 7.361 / 7.178 eV